1.
ORCA calculation (ωB97M-V/def2-TZVPD) on C24H27N5OS as an isolated structure in a non-equilibrium geometry.

```
58
Properties=species:S:1:pos:R:3:forces:R:3:mulliken_charge:R:1
C 0.853 -4.861 0.254 -2.5 1.4 -13.3 -0.754
H 0.299 -3.911 -0.203 1.3 -1.5 1.4 -0.058
H 0.176 -5.690 -0.252 1.5 1.3 0.6 0.262
H 1.860 -4.913 -0.178 -0.2 0.0 -0.2 0.311
C 0.848 -5.091 1.509 -0.7 -1.0 17.5 -0.241
N 1.763 -4.086 2.382 -1.0 1.6 -2.1 0.091
C 2.176 -4.412 3.827 -8.0 -11.4 -10.5 -1.391
C 3.068 -5.498 3.740 6.8 3.2 3.3 -1.138
H 3.364 -5.704 4.808 0.4 0.2 -0.7 0.357
H 4.006 -4.959 3.238 -1.4 -2.3 0.6 0.231
H 2.753 -6.422 3.491 -1.1 -2.6 -2.1 0.400
H 2.162 -3.679 4.310 1.4 11.2 7.4 1.133
H 1.180 -4.896 4.076 0.5 0.3 1.1 0.293
C 1.187 -2.664 2.279 2.2 -4.4 0.1 -1.545
H 2.011 -2.158 2.530 3.1 2.4 2.0 0.716
C 0.020 -2.263 2.951 -2.9 5.9 -5.7 -1.247
H -0.233 -2.914 3.556 -2.7 -6.0 6.5 1.041
H 0.123 -1.281 3.371 -0.2 0.4 0.4 0.426
C -1.396 -2.116 1.823 7.8 -0.1 1.7 -1.335
N -0.869 -1.174 0.960 0.6 -0.9 -1.3 0.092
C -1.622 -0.254 0.637 -4.1 1.9 3.6 -0.220
C -1.258 0.855 -0.034 0.1 5.4 -5.8 0.592
C -0.248 1.144 -0.924 4.9 -2.3 1.9 -0.007
N -0.268 2.374 -1.450 -1.9 3.2 -3.4 -0.288
N -1.797 2.718 -1.361 5.7 3.3 -2.9 0.087
C -2.081 4.119 -1.750 6.9 -3.4 -3.0 0.471
N -1.255 4.848 -2.662 -7.0 -1.4 4.8 -0.509
C -2.286 5.948 -2.739 11.6 1.3 -5.4 0.303
C -1.636 6.986 -3.551 -7.7 3.7 1.1 -0.512
C -2.546 8.137 -3.774 -1.5 -4.2 2.3 -0.605
C -3.933 8.091 -3.092 3.2 2.4 -2.8 -0.376
C -4.239 7.004 -2.375 -3.2 3.9 0.9 -0.693
C -3.400 6.043 -2.095 0.2 -4.2 1.3 0.388
S -3.494 4.564 -1.222 -5.3 1.3 2.5 -0.190
H -5.088 7.111 -1.784 -1.8 -0.2 0.8 0.372
H -4.623 9.008 -3.122 1.1 -1.7 -0.2 0.303
H -2.410 8.816 -4.565 0.6 1.2 -0.4 0.408
H -0.692 7.076 -3.949 2.0 -0.8 -0.7 0.462
C -2.222 1.992 -0.351 -3.3 -2.4 4.5 0.292
O -3.303 2.212 0.262 1.8 -0.2 -1.4 -0.800
H 0.315 2.927 -2.321 -2.5 -2.7 3.1 0.439
C 1.143 0.370 -0.987 -2.1 -1.7 -3.9 0.821
C 1.095 -1.082 -1.321 -2.7 5.0 1.5 0.169
C 2.324 -1.733 -1.623 -16.4 -9.0 1.2 -0.794
C 3.344 -1.182 -1.671 16.1 11.7 -1.2 -0.246
C 3.405 0.465 -1.703 -7.8 -10.2 0.6 -1.121
C 2.328 1.145 -1.451 -3.3 0.8 2.0 -0.594
H 2.373 2.264 -1.401 -0.3 -1.1 0.1 0.363
H 4.226 0.819 -1.718 10.8 4.6 -0.9 0.660
H 4.319 -1.693 -1.737 -0.5 0.5 -0.2 0.368
H 2.081 -2.803 -1.672 1.1 0.0 -0.2 0.238
H 0.000 -1.542 -1.273 3.0 0.7 0.0 0.293
H -2.680 0.124 1.169 1.9 -2.0 -0.9 -0.003
H -1.299 -3.006 1.339 -1.1 -3.0 -0.8 0.496
H -2.109 -1.728 2.372 -4.4 0.8 2.6 0.636
H 1.209 -2.335 1.333 -0.5 0.5 -4.2 0.658
H 1.180 -6.090 1.941 -0.1 0.8 -1.3 0.327
H -0.207 -5.020 2.154 1.8 -0.1 -2.1 0.172
```
Positions in Å, forces in eV/Å.

Results
- Total charge: 0
- Electronic energy: -45640.026 eV

=====

2.
ORCA calculation (ωB97M-V/def2-TZVPD) on C24H28BF2N6Rh as an isolated structure in a non-equilibrium geometry.

```
62
Properties=species:S:1:pos:R:3:forces:R:3:mulliken_charge:R:1
Rh -0.975 -0.192 0.140 0.8 0.2 1.1 -0.236
C -0.514 -2.978 -1.809 0.0 0.0 0.0 -1.532
C -1.069 -3.234 -0.443 0.2 0.0 0.2 0.945
C -1.466 -4.536 -0.123 0.1 0.0 -0.1 -0.993
C -1.932 -4.835 1.131 0.0 0.0 0.1 -0.795
C -1.989 -3.816 2.078 0.0 -0.1 0.0 -0.848
C -1.608 -2.549 1.722 0.0 0.3 0.0 0.505
N -1.157 -2.239 0.459 -0.2 -0.5 0.0 0.758
C -1.699 -1.420 2.693 0.1 -0.2 -0.2 0.722
C -1.746 -1.501 4.072 0.0 0.0 0.0 -0.839
C -1.760 -0.308 4.790 0.0 0.0 0.1 -0.776
C -1.709 0.925 4.148 0.0 -0.1 0.0 -0.655
C -1.672 0.931 2.763 0.1 0.2 -0.2 0.775
N -1.687 -0.224 2.107 -0.6 0.0 -0.8 0.102
C -1.623 2.121 1.860 -0.1 -0.4 0.1 0.502
C -1.942 3.363 2.345 0.0 0.1 0.0 -1.025
C -2.020 4.437 1.464 0.0 0.0 0.1 -0.708
C -1.786 4.204 0.134 0.0 0.0 0.0 -0.985
C -1.447 2.925 -0.314 0.1 0.0 0.1 0.983
C -1.211 2.719 -1.770 0.0 0.0 0.0 -1.233
N -1.342 1.887 0.535 0.0 0.2 0.1 0.699
H 0.075 -3.836 -2.129 0.0 0.0 0.0 0.598
H 0.121 -2.098 -1.821 0.0 0.0 0.0 0.087
H -1.318 -2.864 -2.541 0.0 0.0 0.0 0.372
H -1.387 -5.301 -0.883 0.0 0.0 0.0 0.558
H -2.246 -5.839 1.382 0.0 0.0 0.0 0.456
H -2.355 -4.012 3.076 0.0 0.0 0.0 0.453
H -1.741 -2.453 4.584 0.0 0.0 0.0 0.435
H -1.782 -0.341 5.871 0.0 0.0 0.0 0.455
H -1.681 1.839 4.722 0.0 0.0 0.0 0.439
H -2.167 3.498 3.392 0.0 0.0 0.0 0.402
H -2.278 5.425 1.821 0.0 0.0 0.0 0.458
H -1.854 5.005 -0.589 0.0 0.0 0.0 0.512
H -0.921 3.654 -2.245 0.0 0.0 0.0 0.564
H -2.127 2.380 -2.262 0.0 0.0 0.0 0.319
H -0.420 1.994 -1.925 0.0 -0.1 -0.1 -0.100
F -3.247 -0.495 -1.363 -0.1 0.0 -0.3 -0.058
B -1.955 -0.304 -1.548 -0.1 0.0 0.4 0.300
F -1.500 -0.244 -2.797 -0.3 0.0 -0.1 -0.302
C 3.185 1.675 -3.357 0.0 0.0 0.0 -0.685
C 1.868 1.080 -3.801 -0.1 0.0 0.0 -0.736
N 1.184 0.490 -2.649 0.0 0.0 0.0 -0.177
C 1.741 0.161 -1.470 0.4 -0.1 0.0 0.026
N 0.969 -0.304 -0.486 0.0 0.1 -0.5 0.456
C 1.653 -0.867 0.686 0.0 0.2 -0.1 -0.358
C 2.844 -0.009 1.062 0.0 0.0 0.1 -0.932
C 3.796 -0.012 -0.107 0.0 0.0 -0.1 -0.689
N 3.077 0.290 -1.345 0.0 0.1 0.1 0.050
C 3.902 0.651 -2.507 -0.1 -0.1 0.1 -0.610
H 3.023 2.588 -2.781 0.0 0.0 0.0 0.291
H 3.788 1.930 -4.227 0.0 0.0 0.0 0.385
H 2.037 0.313 -4.560 0.0 0.0 0.0 0.406
H 1.214 1.837 -4.233 0.0 0.0 0.0 0.373
H 0.256 0.133 -2.793 0.0 0.1 0.0 0.346
H 1.962 -1.900 0.495 0.0 0.0 0.0 0.336
H 0.950 -0.900 1.521 0.0 0.0 0.1 0.069
H 3.345 -0.396 1.950 0.0 0.0 0.0 0.427
H 2.505 1.007 1.275 0.0 0.0 0.0 0.278
H 4.280 -0.988 -0.199 0.0 0.0 0.0 0.311
H 4.582 0.732 0.015 0.0 0.0 0.0 0.472
H 4.136 -0.244 -3.092 0.0 0.0 0.0 0.258
H 4.841 1.043 -2.122 0.0 0.0 0.0 0.392
```
Positions in Å, forces in eV/Å.

Results
- Total charge: +2
- Relative energy (zero: lowest compared OMol25 entry of this formula, charge and spin): 0.0 kJ/mol

=====

3.
ORCA calculation (ωB97M-V/def2-TZVPD) on C24H28CeN5PS2 as an isolated structure.

```
61
Properties=species:S:1:pos:R:3:forces:R:3:mulliken_charge:R:1
Ce 0.575 -0.938 -0.204 -0.3 0.2 0.8 0.633
C 1.876 -1.072 -2.573 0.0 0.1 -0.3 -0.524
C 0.576 -1.544 -2.853 0.0 0.0 -0.2 -0.220
C 0.417 -2.789 -2.218 0.0 -0.1 -0.1 -1.000
C 1.616 -3.087 -1.542 0.0 -0.2 -0.1 -0.595
C 2.517 -2.026 -1.766 0.3 -0.1 -0.1 -0.845
H 2.310 -0.156 -2.949 0.0 0.0 0.0 0.535
H -0.154 -1.068 -3.489 0.0 0.0 0.0 0.785
H -0.459 -3.417 -2.269 0.0 0.0 0.0 0.472
H 1.835 -4.005 -1.018 0.0 0.0 0.0 0.823
H 3.544 -1.980 -1.431 0.0 0.0 0.0 0.562
C 3.028 -2.823 1.616 0.0 -0.1 -0.1 -1.029
C 2.660 -1.717 2.560 0.2 -0.1 0.1 1.060
C 3.443 -1.566 3.726 -0.1 0.0 -0.1 -0.895
C 3.147 -0.559 4.587 0.0 0.0 0.0 -0.724
C 2.050 0.292 4.328 0.1 0.1 0.3 1.121
C 1.704 1.327 5.229 0.0 -0.1 -0.1 -0.857
C 0.615 2.101 4.969 -0.1 0.0 -0.1 -0.789
C -0.155 1.868 3.812 -0.1 0.2 0.2 -0.536
C 0.148 0.882 2.905 0.0 -0.1 -0.1 0.586
S -0.898 0.679 1.491 0.1 0.1 0.2 -0.373
C 1.294 0.073 3.160 -0.1 -0.2 -0.4 -0.732
N 1.647 -0.927 2.266 -0.1 0.2 0.0 0.039
H 3.457 -3.664 2.158 0.0 0.0 0.0 0.538
H 3.773 -2.494 0.887 0.0 0.0 0.1 0.227
H 2.170 -3.203 1.063 -0.1 0.1 0.0 -0.179
H 4.262 -2.247 3.908 0.0 0.0 0.0 0.482
H 3.733 -0.404 5.485 0.0 0.0 0.0 0.423
H 2.311 1.483 6.111 0.0 0.0 0.0 0.385
H 0.329 2.894 5.647 0.0 0.0 0.0 0.396
H -1.025 2.485 3.627 0.0 0.0 0.0 0.470
S -3.219 -3.686 1.776 -0.1 -0.1 0.1 -0.121
C -1.868 -4.683 1.480 0.0 0.0 0.0 -0.370
C -0.918 -3.979 0.821 -0.1 0.0 -0.1 -0.513
N -1.246 -2.667 0.557 0.1 0.0 0.0 0.374
C -2.442 -2.393 1.019 0.1 0.1 0.0 -0.140
H -1.843 -5.716 1.785 0.0 0.0 0.0 0.445
H 0.029 -4.371 0.485 0.0 0.0 0.0 0.274
H -2.896 -1.414 0.967 0.0 0.0 0.0 0.321
C -2.638 2.107 -3.867 -0.1 0.0 0.0 -0.947
N -3.076 1.895 -2.484 0.2 0.0 0.0 0.089
C -3.068 3.186 -1.789 -0.1 0.0 0.0 -0.968
N -1.788 3.889 -1.849 0.1 -0.1 0.0 0.126
C -1.402 4.040 -3.251 0.0 0.1 0.0 -0.930
N -1.344 2.778 -3.991 0.0 -0.1 0.2 0.110
C -0.253 1.930 -3.505 0.0 0.2 -0.2 -1.192
P -0.448 1.496 -1.719 0.2 -0.3 0.1 1.273
C -2.216 0.929 -1.798 -0.2 0.2 -0.1 -0.817
C -0.755 3.199 -1.077 -0.1 0.2 0.0 -1.022
H -3.388 2.728 -4.360 0.0 0.0 0.0 0.316
H -2.599 1.146 -4.384 0.0 0.0 0.0 0.398
H -3.345 3.031 -0.744 0.0 0.0 0.0 0.389
H -3.822 3.822 -2.256 0.0 0.0 0.0 0.293
H -0.431 4.534 -3.308 0.0 0.0 0.0 0.396
H -2.142 4.679 -3.736 0.0 0.0 0.0 0.331
H 0.696 2.457 -3.636 0.0 0.0 0.0 0.464
H -0.193 1.025 -4.113 -0.1 0.0 0.0 0.400
H -2.589 0.785 -0.780 0.0 0.0 0.0 0.527
H -2.274 -0.033 -2.318 0.0 0.0 0.0 0.427
H 0.178 3.766 -1.123 0.0 0.0 0.0 0.456
H -1.041 3.123 -0.027 -0.1 0.0 0.0 0.373
```
Positions in Å, forces in eV/Å.

Results
- Total charge: +1
- Multiplicity: 2
- Relative energy (zero: lowest compared OMol25 entry of this formula, charge and spin): 0.0 kJ/mol

=====

4.
ORCA calculation (ωB97M-V/def2-TZVPD) on C24H28Cl2IrN6S2 as an isolated structure in a non-equilibrium geometry.

```
63
Properties=species:S:1:pos:R:3:forces:R:3:mulliken_charge:R:1
Ir 1.208 -0.374 0.314 0.2 1.4 0.0 2.323
C -2.876 0.870 0.008 -0.1 0.1 0.0 -1.895
C -1.512 0.327 -0.245 0.5 0.7 1.0 0.955
N -0.535 0.488 0.638 -0.6 -0.4 -0.5 -0.263
N -0.780 1.049 1.865 -0.3 0.1 -0.3 -0.773
C 0.201 1.105 2.762 0.7 0.0 0.4 0.709
N -0.056 1.666 3.955 -0.1 -0.1 -0.2 -0.447
S 1.769 0.510 2.406 -0.3 0.0 0.2 -0.688
C -1.122 -0.447 -1.380 0.5 -0.6 -1.0 0.744
C -1.982 -0.781 -2.440 0.1 0.2 0.5 -1.242
C -1.529 -1.559 -3.474 0.3 -0.2 -0.1 -0.861
C -0.208 -2.019 -3.462 -0.3 0.1 0.0 -1.124
C 0.599 -1.664 -2.409 0.1 0.1 0.1 -0.180
N 0.178 -0.897 -1.390 -0.4 0.0 0.1 0.212
H -3.345 0.378 0.867 0.0 0.0 0.0 0.367
H -3.532 0.714 -0.841 0.0 0.0 0.0 0.548
H -2.848 1.948 0.197 0.0 0.0 0.0 0.373
H -1.736 1.272 2.105 0.0 0.0 0.0 0.344
H -0.986 1.925 4.237 0.0 0.0 0.0 0.193
H 0.654 1.625 4.664 0.0 0.0 0.0 0.242
H -3.003 -0.429 -2.432 0.0 0.0 0.0 0.393
H -2.191 -1.817 -4.290 0.0 0.0 0.0 0.491
H 0.187 -2.627 -4.261 0.0 0.0 0.0 0.470
H 1.632 -1.980 -2.363 0.0 0.0 0.0 0.348
Cl 0.327 0.738 -5.895 0.0 -0.1 -0.1 -0.209
C 0.679 1.360 -4.319 -0.5 0.1 0.0 0.378
C 1.975 1.261 -3.817 0.3 0.1 0.3 -0.927
C 2.248 1.707 -2.548 0.0 0.1 -0.2 -0.226
C 1.231 2.249 -1.718 -0.2 0.0 -0.5 0.771
C 1.490 2.609 -0.386 0.0 -1.6 0.8 -1.653
C -0.059 2.371 -2.283 0.0 0.0 0.4 -0.352
C -0.328 1.936 -3.566 0.1 -0.2 -0.4 -0.743
H 2.750 0.825 -4.433 0.0 0.0 0.0 0.466
H 3.250 1.613 -2.150 0.0 0.0 0.0 0.418
H 0.708 3.003 0.248 0.0 0.2 -0.1 0.334
H 2.500 2.651 -0.008 0.0 0.3 -0.1 0.598
H -0.845 2.831 -1.696 0.0 0.1 0.0 0.504
H -1.321 2.028 -3.987 0.0 0.0 0.0 0.471
C 7.040 -0.136 -0.318 0.0 0.0 0.0 -1.065
N 5.794 -0.865 -0.473 -0.1 0.0 0.0 -0.178
C 4.599 -0.408 -0.101 0.1 0.1 0.0 0.985
N 4.516 0.810 0.429 0.0 -0.1 0.0 -0.174
S 3.241 -1.419 -0.330 -0.1 0.0 0.0 -0.718
H 7.846 -0.743 -0.716 0.0 0.0 0.0 0.339
H 7.254 0.064 0.734 0.0 0.0 0.0 0.352
H 7.018 0.803 -0.874 0.0 0.0 0.0 0.337
H 5.813 -1.795 -0.857 0.0 0.0 0.0 0.251
H 5.330 1.372 0.609 0.0 0.0 0.0 0.219
H 3.615 1.132 0.747 -0.1 0.0 -0.1 -0.253
Cl -4.763 -1.877 3.529 0.0 0.0 0.0 -0.211
C -3.165 -2.037 2.867 0.0 0.0 0.0 0.411
C -3.004 -2.459 1.556 0.0 0.0 0.0 -1.039
C -1.727 -2.552 1.027 0.0 0.0 0.0 -0.044
C -0.601 -2.223 1.783 0.1 0.0 0.0 -0.164
C 0.756 -2.222 1.169 0.0 -0.2 -0.1 -1.441
C -0.793 -1.852 3.114 0.0 0.0 0.0 -0.081
C -2.064 -1.755 3.660 0.0 0.0 0.0 -0.851
H -3.872 -2.716 0.963 0.0 0.0 0.0 0.491
H -1.602 -2.890 0.004 0.0 0.0 0.0 0.424
H 0.813 -2.964 0.370 0.0 -0.1 0.1 0.744
H 1.527 -2.444 1.905 0.0 0.0 0.0 0.598
H 0.070 -1.639 3.734 0.0 0.0 0.0 0.489
H -2.205 -1.477 4.696 0.0 0.0 0.0 0.513
```
Positions in Å, forces in eV/Å.

Results
- Total charge: +1
- Relative energy (zero: lowest compared OMol25 entry of this formula, charge and spin): 126.3 kJ/mol